# 1
{"formula": "C3H36NO16", "method": "ωB97M-V with the def2-TZVPD basis set", "e_above_lowest_kcal_mol": 0.0, "energy_ev": -37943.73595, "lumo_energy_ev": -2.1, "largest_force_ev_per_a": 0.81, "spin_multiplicity": 1, "total_charge": 1, "orbital_gap_ev": 11.10, "elements": ["O", "C", "C", "C", "O", "N", "H", "H", "H", "H", "H", "H", "H", "H", "H", "H", "O", "H", "H", "O", "H", "H", "O", "H", "H", "O", "H", "H", "O", "H", "H", "O", "H", "H", "O", "H", "H", "O", "H", "H", "O", "H", "H", "O", "H", "H", "O", "H", "H", "O", "H", "H", "O", "H", "H", "O"], "xyz": [[-2.025, -0.379, 1.330], [-1.372, 0.365, 0.649], [0.150, 0.247, 0.618], [0.727, 0.292, -0.795], [1.307, 1.587, -1.053], [0.556, -0.999, 1.308], [-1.794, 1.207, 0.089], [0.517, 1.107, 1.176], [-0.041, 0.106, -1.543], [1.512, -0.443, -0.937], [2.064, 1.448, -1.670], [0.607, -1.783, 0.615], [1.487, -0.856, 1.720], [-0.107, -1.238, 2.062], [-2.363, -1.646, -1.218], [-3.441, -0.549, -1.520], [-2.490, -0.722, -1.529], [3.461, 0.722, -3.576], [2.364, -0.280, -3.081], [2.970, 0.442, -2.798], [2.564, 1.414, 2.067], [3.780, 0.499, 2.460], [2.819, 0.509, 2.400], [0.783, -2.436, -1.820], [-0.285, -3.139, -0.917], [0.609, -2.749, -0.904], [1.173, -2.133, -4.092], [0.270, -0.945, -3.605], [1.076, -1.496, -3.374], [1.964, 2.529, 0.401], [1.251, 3.191, 1.581], [2.130, 2.862, 1.301], [-1.704, -0.402, -3.130], [-0.931, 0.872, -3.616], [-1.096, -0.069, -3.823], [-0.228, 3.220, -3.390], [0.166, 2.271, -2.228], [-0.587, 2.538, -2.809], [-0.252, -1.226, 4.265], [-1.692, -0.753, 3.873], [-1.089, -1.503, 3.835], [1.879, -0.720, 5.353], [1.989, -0.168, 3.883], [1.453, -0.717, 4.489], [-2.843, 3.849, -0.792], [-1.527, 3.266, -1.443], [-1.905, 3.699, -0.651], [-2.012, -3.396, 0.346], [-2.699, -4.077, -0.858], [-2.140, -3.326, -0.628], [-1.472, -2.769, 2.609], [-1.608, -4.332, 2.476], [-1.478, -3.517, 1.978], [-1.022, 3.447, 0.863], [-0.819, 3.892, 2.338], [-0.604, 3.187, 1.716]]}

# 2
{"formula": "C3H38N2O15", "method": "ωB97M-V with the def2-TZVPD basis set", "e_above_lowest_kcal_mol": 30.5, "energy_ev": -37420.61669, "lumo_energy_ev": 0.0, "largest_force_ev_per_a": 2.25, "spin_multiplicity": 1, "orbital_gap_ev": 9.80, "elements": ["N", "C", "C", "O", "C", "N", "H", "H", "H", "H", "H", "H", "H", "H", "H", "H", "H", "H", "O", "H", "H", "O", "H", "H", "O", "H", "H", "O", "H", "H", "O", "H", "H", "O", "H", "H", "O", "H", "H", "O", "H", "H", "O", "H", "H", "O", "H", "H", "O", "H", "H", "O", "H", "H", "O", "H", "H", "O"], "xyz": [[-1.887, 1.127, 0.918], [-0.797, 1.198, -0.062], [-0.874, -0.066, -0.930], [-2.101, -0.315, -1.587], [0.554, 1.030, 0.725], [1.734, 1.721, 0.327], [-1.743, 1.790, 1.677], [-2.711, 1.514, 0.457], [-0.782, 2.078, -0.698], [-0.554, -0.966, -0.407], [-0.141, 0.170, -1.711], [-2.802, -0.380, -0.923], [0.700, -0.044, 0.817], [0.252, 1.262, 1.752], [2.011, 1.560, -0.641], [1.591, 2.723, 0.228], [-1.681, -2.122, -3.429], [-0.850, -2.340, -2.192], [-0.982, -2.670, -3.085], [-3.497, -3.719, 1.334], [-2.737, -2.388, 1.147], [-3.301, -3.044, 0.692], [-1.791, -1.537, 3.274], [-1.978, -0.388, 2.172], [-2.173, -1.308, 2.420], [2.471, -2.852, -0.810], [2.349, -4.361, -0.593], [1.956, -3.523, -0.343], [2.535, -0.344, 2.146], [2.966, 0.952, 1.577], [3.146, 0.389, 2.371], [-2.109, 2.293, -2.657], [-2.196, 3.699, -2.327], [-2.689, 2.890, -2.159], [0.975, -1.937, 4.027], [-0.078, -0.868, 4.459], [0.108, -1.600, 3.864], [-1.272, 4.438, -0.942], [-0.633, 5.019, 0.307], [-1.485, 4.788, -0.078], [3.965, -0.778, -2.112], [3.822, -0.048, -0.794], [3.296, -0.387, -1.538], [-3.301, -0.004, -3.392], [-2.650, -0.714, -4.607], [-3.293, -0.048, -4.358], [4.954, 2.060, -1.285], [5.007, 2.098, 0.193], [4.364, 2.127, -0.530], [-5.346, -0.746, -1.188], [-5.177, -0.247, 0.337], [-5.077, -0.048, -0.590], [5.375, -1.023, 1.105], [4.697, 0.151, 1.697], [5.554, -0.088, 1.247], [1.837, -2.573, 1.085], [0.773, -1.793, 1.943], [1.699, -1.811, 1.671]]}

# 3
{"formula": "C3H39O16", "method": "ωB97M-V with the def2-TZVPD basis set", "energy_ev": -36487.98040, "lumo_energy_ev": -4.9, "largest_force_ev_per_a": 1.60, "spin_multiplicity": 1, "total_charge": 1, "orbital_gap_ev": 2.62, "elements": ["O", "H", "H", "H", "O", "H", "H", "H", "C", "C", "C", "O", "H", "H", "H", "H", "H", "H", "H", "O", "H", "H", "O", "H", "H", "O", "H", "H", "O", "H", "H", "O", "H", "H", "O", "H", "H", "O", "H", "H", "O", "H", "H", "O", "H", "H", "O", "H", "H", "O", "H", "H", "O", "H", "H", "O", "H", "H"], "xyz": [[-13.340, 11.062, 13.172], [-13.550, 11.242, 14.091], [-13.906, 10.362, 12.840], [-12.414, 10.809, 13.197], [-14.006, 4.380, 10.379], [-14.669, 3.686, 10.372], [-13.628, 4.405, 9.497], [-14.448, 5.212, 10.567], [-20.080, 7.476, 12.613], [-19.184, 8.653, 12.304], [-19.376, 9.758, 13.343], [-17.845, 8.283, 12.110], [-20.348, 6.859, 11.755], [-21.067, 7.891, 12.814], [-19.784, 6.893, 13.486], [-19.677, 8.957, 11.381], [-19.034, 10.708, 12.931], [-18.846, 9.583, 14.280], [-20.401, 9.895, 13.688], [-21.639, 5.202, 6.006], [-22.331, 5.861, 6.057], [-20.827, 5.696, 6.116], [-16.729, 7.672, 6.611], [-15.917, 7.175, 6.509], [-16.736, 7.934, 7.532], [-14.537, 12.189, 17.505], [-14.242, 13.010, 17.899], [-15.052, 11.765, 18.192], [-21.972, 15.232, 11.760], [-21.365, 15.972, 11.757], [-22.310, 15.203, 12.655], [-21.851, 1.553, 9.252], [-21.745, 2.177, 8.534], [-22.351, 0.831, 8.871], [-17.292, 1.242, 10.719], [-17.172, 0.317, 10.936], [-18.192, 1.298, 10.397], [-14.458, 5.961, 15.822], [-13.713, 6.025, 15.224], [-15.226, 6.059, 15.259], [-17.766, 9.786, 20.354], [-18.521, 9.415, 19.897], [-17.375, 9.044, 20.815], [-24.487, 8.463, 6.321], [-24.670, 9.266, 5.834], [-24.105, 8.764, 7.145], [-25.747, 6.127, 16.319], [-25.850, 5.518, 15.588], [-26.455, 5.900, 16.922], [-22.209, 8.937, 18.727], [-22.819, 9.675, 18.718], [-22.752, 8.175, 18.522], [-15.932, 12.874, 8.874], [-15.864, 13.591, 9.505], [-16.374, 12.173, 9.354], [-24.393, 14.531, 15.562], [-24.164, 14.439, 16.487], [-24.884, 13.736, 15.356]]}

# 4
{"formula": "C3H3AgLiO3", "method": "ωB97M-V with the def2-TZVPD basis set", "e_above_lowest_kcal_mol": 32.2, "energy_ev": -13486.72057, "s_squared": 0.76, "lumo_energy_ev": [-9.5, -11.4], "largest_force_ev_per_a": 1.08, "spin_multiplicity": 2, "total_charge": 2, "orbital_gap_ev": [8.93, 6.96], "elements": ["C", "C", "H", "H", "H", "C", "O", "O", "Ag", "O", "Li"], "xyz": [[0.564, -2.172, -1.651], [0.394, -3.259, -2.370], [-0.177, -3.992, -1.777], [0.260, -1.966, -0.625], [0.753, -3.398, -3.391], [2.114, -0.315, -1.688], [1.159, -0.968, -2.303], [2.058, 0.963, -1.749], [-0.505, -0.390, -4.245], [3.017, -0.812, -1.034], [4.503, -0.528, 0.111]]}

# 5
{"formula": "C3H3AgO3", "method": "ωB97M-V with the def2-TZVPD basis set", "e_above_lowest_kcal_mol": 48.7, "energy_ev": -13289.98039, "s_squared": 0.75, "lumo_energy_ev": [-6.3, -6.3], "largest_force_ev_per_a": 6.86, "spin_multiplicity": 2, "total_charge": 1, "orbital_gap_ev": [6.59, 8.35], "elements": ["C", "C", "O", "C", "O", "H", "H", "H", "O", "Ag"], "xyz": [[1.076, 0.943, -0.149], [1.016, -0.308, -0.875], [0.033, -1.059, -0.518], [-1.207, -0.226, 1.481], [-0.647, 0.811, 1.728], [1.620, 0.877, 0.796], [1.895, -0.711, -1.393], [1.052, 1.890, -0.692], [-2.211, -0.681, 1.048], [-2.625, -1.536, -1.427]]}